1.
A 2-piece molecular cluster, C5H15NO overall at a distorted geometry, computed with ωB97M-V with the def2-TZVPD basis set.

Its SMILES is CCN(C)CC.O. As for the spin multiplicity: 1. The value obtained for the maximum force is 1.23 eV/A. As for the HOMO-LUMO gap: 8.94 eV. The relative energy (zero: lowest compared OMol25 entry of this formula, charge and spin) is 26.6 kcal/mol.

Geometry as XYZ:
```
22
C5H15NO, DFT ωB97M-V with the def2-TZVPD basis set
O 3.77922 0.89334 -2.18478
N -1.58565 0.05161 0.48823
C -1.09973 1.28785 1.08847
C -1.19348 -1.16392 1.21824
C 0.15989 -0.16686 -1.36689
C -1.30172 0.00188 -0.94840
C 0.12766 -1.10974 1.98501
H -0.01797 1.44290 1.04227
H -1.98383 -1.44602 1.91305
H 0.40898 -2.10432 2.34471
H -1.36801 1.28857 2.15541
H -1.15896 -1.96334 0.46938
H 0.60789 -0.99510 -0.81733
H 4.36621 0.46741 -1.54764
H 0.74165 0.72499 -1.18720
H -1.72648 0.94312 -1.32344
H -1.68349 2.10398 0.65808
H 0.20265 -0.49712 -2.39486
H 0.94089 -0.69729 1.37985
H -0.01262 -0.52439 2.89828
H -1.89080 -0.81403 -1.36320
H 3.22407 1.43250 -1.60884
```

=====

2.
C8H19BrInN2O as an isolated structure at a distorted geometry, computed with ωB97M-V with the def2-TZVPD basis set.

As for the spin multiplicity: 1. The value obtained for the maximum force is 1.11 eV/A. As for the HOMO-LUMO gap: 6.98 eV. Its charge is -1.

Geometry as XYZ:
```
32
C8H19BrInN2O, DFT ωB97M-V with the def2-TZVPD basis set
In 0.49238 2.46912 2.52116
Br 0.16776 5.02410 1.84212
O 2.14653 0.48628 0.83770
N -1.99313 -0.96312 1.43197
N -2.31893 0.43654 -1.86313
C 0.03187 -0.24781 -2.75590
C -0.75743 -2.58929 -3.37153
C -0.08511 -1.30880 -3.85449
C -1.29373 1.40106 1.73322
C -1.28824 0.14221 -2.25821
C 2.21523 -0.53793 1.78205
C 2.33341 1.79124 1.41464
C -1.57749 0.06599 2.40714
H -1.52551 -1.84009 1.60168
H -1.78223 -2.40222 -3.04883
H 2.83186 -1.33832 1.39670
H -0.21168 -3.02570 -2.53299
H 0.91669 -1.54178 -4.22111
H 0.53194 0.64361 -3.13271
H -2.14133 2.04663 1.89578
H 0.64348 2.44870 4.29327
H -0.72715 -0.31774 2.96697
H 2.60424 -0.19514 2.73202
H 3.17524 1.78219 2.09892
H -1.16084 1.30886 0.66528
H -0.79409 -3.32900 -4.17248
H 2.57498 2.49726 0.63386
H 1.22152 -0.95251 1.96212
H -0.64689 -0.90016 -4.69699
H -2.38352 0.21753 3.11272
H -1.81607 -0.64689 0.49456
H 0.61628 -0.62478 -1.91551
```

=====

3.
A 21-piece molecular cluster, C33H66Cl34O4 overall at a distorted geometry, computed with ωB97M-V with the def2-TZVPD basis set.

As for the spin multiplicity: 1. The value obtained for the maximum force is 2.82 eV/A. As for the HOMO-LUMO gap: 10.19 eV.

Geometry as XYZ:
```
137
C33H66Cl34O4, DFT ωB97M-V with the def2-TZVPD basis set
Cl 2.65121 -25.57164 20.02084
Cl 10.90080 -21.28217 11.46687
Cl 3.64605 -21.64916 23.99196
Cl 1.49061 -18.01390 11.62020
Cl 6.26019 -19.93388 13.75210
Cl 4.92799 -24.06177 21.18489
Cl 9.83756 -17.91709 16.72588
Cl 1.08752 -20.12190 18.90948
Cl 7.26556 -24.10313 16.95017
Cl 10.86517 -13.13023 18.68611
Cl -1.49135 -19.07883 16.03941
Cl 4.56219 -21.04319 11.62331
Cl 9.01136 -21.51368 18.48641
Cl 0.42335 -20.87354 21.69824
Cl 9.26200 -15.79928 14.78233
Cl -2.85727 -21.59023 15.54174
Cl 12.61799 -18.75137 19.08646
Cl 3.33772 -17.42001 13.91217
Cl 9.00614 -15.43787 18.87736
Cl 6.84306 -15.94401 23.15563
Cl 1.14247 -16.37663 16.33655
Cl 6.98670 -16.51681 11.79231
Cl 3.38273 -13.61457 14.98990
Cl 5.41241 -13.23165 20.20480
Cl 7.44975 -23.86390 14.03806
Cl 4.41099 -15.70700 10.47140
Cl 9.66198 -19.72912 13.73132
Cl 11.31851 -16.96399 21.15439
Cl 4.07269 -15.74724 20.80753
Cl 3.91944 -20.80014 21.20565
Cl 5.75835 -13.76176 16.68206
Cl 0.45542 -15.66958 19.07583
Cl 6.71250 -18.28756 21.35974
Cl 9.13222 -21.71964 21.42915
O 11.49959 -22.67516 14.95633
O 1.86076 -17.33516 22.36927
O 4.56443 -17.39720 17.21804
O 1.32977 -22.50896 16.60666
C 0.55286 -19.59507 20.51521
C 11.15405 -18.24334 19.91915
C 4.73341 -20.83556 13.35391
C 6.05762 -17.44047 22.78322
C 2.46242 -17.97964 23.51787
C -1.39547 -20.71056 15.43662
C 13.20378 -21.21408 14.53945
C 6.52865 -18.84243 17.29222
C 2.08553 -23.34863 17.50107
C 12.68140 -20.80088 15.88634
C 7.84804 -23.13399 15.54649
C 3.19013 -24.32878 21.14328
C 3.70931 -22.23673 16.27674
C 1.22371 -16.09488 22.75497
C 4.14470 -18.72807 17.53214
C 5.44031 -17.09156 11.05612
C 5.33206 -14.94995 19.87438
C 5.95730 -17.55721 16.71051
C 1.72528 -15.78727 17.88722
C 1.76571 -16.99679 13.08546
C 8.14270 -21.63548 20.01647
C 2.70085 -16.82146 24.48381
C 9.68811 -21.25210 12.74241
C 9.51382 -13.91552 19.50265
C 11.62826 -21.94588 16.12921
C 4.76365 -21.03019 22.74464
C 3.42421 -22.67484 17.73386
C 4.92996 -14.37918 15.20557
C 2.18841 -15.53586 23.77489
C 5.34013 -19.43780 18.08636
C 2.25906 -21.86737 15.72825
C 10.49407 -16.49969 15.88995
C 12.78163 -22.64059 14.32905
H 3.30434 -18.72830 18.20563
H -1.16227 -20.64244 14.36814
H 9.83406 -14.07631 20.54000
H 5.87469 -17.55507 15.58297
H 2.99423 -15.11176 23.22398
H 5.27922 -20.55637 17.92363
H 3.85920 -19.26414 16.64198
H 3.78318 -16.66290 24.77085
H 5.03222 -17.20613 22.54310
H 3.30825 -21.81629 18.39269
H 1.00652 -17.10835 13.87879
H 11.91286 -22.56107 17.00359
H 0.27198 -16.24003 23.22181
H 8.69737 -21.36765 12.29169
H 1.48321 -23.47873 18.37838
H 10.72230 -19.08016 20.49171
H 1.70907 -14.78809 24.42367
H 5.61265 -21.74829 22.61599
H 1.29741 -18.87078 20.92443
H 11.31185 -16.86645 15.27772
H 4.91452 -21.79690 13.82374
H 12.82431 -22.89036 13.24833
H 3.33360 -18.49452 23.12027
H 8.91384 -23.09267 15.62710
H 4.80944 -17.69036 11.73021
H 2.49740 -16.48501 18.22305
H 5.43047 -19.17594 19.11454
H 10.75903 -15.78539 16.64435
H -0.52949 -21.18566 16.00158
H 2.34333 -24.31459 17.13662
H 14.32997 -21.12397 14.52231
H 5.58616 -14.14940 14.36956
H 5.07056 -20.07011 23.16023
H 1.90929 -16.01610 12.66134
H 6.53639 -16.72225 17.08104
H 7.51373 -20.73249 20.04895
H 4.76846 -15.45257 15.30232
H 7.37179 -22.19382 15.57956
H 5.13336 -15.09819 18.84356
H 1.07456 -15.53663 21.80458
H 2.12838 -17.00923 25.39179
H 7.42702 -18.53147 17.84575
H 2.72247 -24.62106 22.12093
H 1.69198 -18.72131 23.89115
H 12.22774 -19.81684 15.82829
H 4.09922 -23.10765 15.70366
H 3.93338 -20.22530 13.73898
H 8.67990 -13.23530 19.46833
H 2.20054 -22.25522 14.70955
H 5.65210 -17.57251 10.14190
H -0.43334 -19.06648 20.45534
H 4.47876 -21.46300 16.35525
H 6.28819 -15.47346 20.14681
H 12.82891 -20.60069 13.70929
H 10.71391 -21.53799 16.46070
H 2.05615 -20.76126 15.66463
H 10.41140 -17.77163 19.20531
H 2.72201 -23.38810 20.83190
H 6.19273 -18.09200 23.63021
H 13.50478 -20.74376 16.65082
H 7.51535 -22.58253 20.05101
H 2.21634 -14.80571 17.76918
H 10.03541 -22.02111 13.46944
H 13.42599 -23.34573 14.89302
H 4.14006 -23.44000 18.07574
H 6.72491 -19.54514 16.42989
```

=====

4.
A 6-piece molecular cluster, C31H34F15O15P overall at a distorted geometry, computed with ωB97M-V with the def2-TZVPD basis set.

Its SMILES is O=C1C=CC(=O)c2cc(CP(=O)(O)O)ccc21.CCOC(=O)C(F)(F)F.CCOC(=O)C(F)(F)F.CCOC(=O)C(F)(F)F.CCOC(=O)C(F)(F)F.CCOC(=O)C(F)(F)F. As for the spin multiplicity: 1. The value obtained for the maximum force is 4.93 eV/A. As for the HOMO-LUMO gap: 7.98 eV.

Geometry as XYZ:
```
96
C31H34F15O15P, DFT ωB97M-V with the def2-TZVPD basis set
P -8.05001 -3.04126 -2.54593
F 3.84849 -1.01933 5.08626
F 2.36218 4.21624 0.95836
F 1.61818 6.23904 0.85141
F -1.80938 4.06297 -6.18858
F 5.32472 -0.63331 3.56083
F 12.07661 -4.35937 2.59081
F -3.41766 2.62103 -6.31038
F -2.46005 3.01347 -4.41593
F -2.83664 4.46931 7.61992
F 10.47487 -4.05668 1.17626
F 1.97827 5.12291 -0.96387
F 4.32835 -2.55222 3.64336
F -2.16262 5.49529 5.84249
F -3.77190 4.05369 5.71951
F 10.58584 -5.89691 2.30878
O -0.87570 2.67642 6.88849
O -1.50867 2.90037 4.73294
O -9.73169 -2.80474 -2.25554
O -0.78542 5.41914 -0.14039
O 1.93903 -0.35717 3.20717
O 8.59929 -3.96352 3.15126
O 10.32116 -3.52451 4.54411
O 3.45440 -0.71417 1.57776
O -7.40464 -3.38662 -1.18306
O -1.16481 1.48317 -7.33986
O -0.25205 3.38749 0.68637
O -7.76445 -4.34743 -3.61513
O -0.49050 -1.33003 -0.80251
O -0.50581 1.23325 -5.19474
O -2.11758 -3.37077 -5.21468
C -0.21600 0.47959 -7.73952
C 0.07278 4.49035 0.32338
C 10.76092 -4.56090 2.39521
C 7.73007 -1.91879 4.15458
C -3.66706 -1.06853 -0.86017
C -0.70876 -0.91034 -7.38497
C -0.65626 -3.63549 -1.83413
C -3.24478 -2.56569 -3.11693
C -5.66132 -1.54796 -2.62876
C -1.10666 -4.23209 -3.05493
C 1.50528 5.01494 0.29561
C 4.13155 -1.22294 3.78684
C -2.16742 5.02632 -0.18878
C -2.74634 -1.90994 -1.77477
C -2.58273 4.29994 6.30978
C 2.34283 1.23837 0.63445
C -1.20576 -2.18458 -1.37861
C -7.20170 -1.42838 -3.12095
C -1.05356 0.50418 4.71882
C -4.72657 -2.39628 -3.56021
C -5.14761 -0.89906 -1.31922
C 9.90223 -3.94654 3.49628
C 2.48669 -0.27093 0.60913
C -1.20283 1.76388 -6.02188
C -1.56182 3.19743 6.04647
C -2.22198 2.86138 -5.73196
C -2.78923 5.04041 1.19519
C 7.68507 -3.43463 4.12686
C 3.03856 -0.70586 2.85687
C -0.55640 1.89024 4.35477
C -2.15510 -3.40400 -3.96396
H -5.87040 -0.29849 -0.67139
H 1.96231 1.58591 1.59758
H -2.27131 4.05041 -0.67197
H -0.73001 -5.28018 -3.34962
H -0.11012 0.56127 -8.82409
H 8.71369 -1.55452 4.46129
H 0.76630 0.68648 -7.30493
H -2.66160 6.02082 1.66124
H -7.16674 -1.36369 -4.26696
H -7.06598 -4.89430 -3.18626
H -2.67859 5.75429 -0.82338
H -3.85356 4.80586 1.14311
H 6.98894 -1.52313 4.84808
H 2.85483 -0.58406 -0.37083
H -0.01654 -1.67111 -7.74894
H 6.68559 -3.76198 3.83054
H -0.35735 -0.25916 4.36948
H -2.03627 0.32216 4.27538
H -9.88790 -2.82548 -1.28100
H -0.81344 -1.03284 -6.30454
H -1.69578 -1.08819 -7.81943
H -2.31084 4.31265 1.85523
H -5.12230 -2.89220 -4.51852
H -0.43901 1.95982 3.27024
H 1.52838 -0.77328 0.76706
H 0.07594 -4.13496 -1.11694
H 3.31384 1.71848 0.48729
H -1.16979 0.39202 5.79958
H 0.42136 2.10083 4.79745
H 1.65717 1.57413 -0.14443
H -3.29273 -0.60244 0.10491
H 7.54011 -1.51307 3.15846
H -7.68280 -0.50274 -2.63738
H 7.88497 -3.86580 5.11213
```

=====

5.
One molecule with the formula C10H12ClNOSe at a distorted geometry, computed with ωB97M-V with the def2-TZVPD basis set.

As for the spin multiplicity: 3. The value obtained for the maximum force is 4.15 eV/A. As for the HOMO-LUMO gap (spin up / spin down): 5.33 / 6.91 eV.

Geometry as XYZ:
```
26
C10H12ClNOSe, DFT ωB97M-V with the def2-TZVPD basis set
Se 0.98761 -1.88637 -0.51900
Cl 3.93769 -1.30047 0.66333
O 0.94973 1.05155 -1.86799
N -0.15012 1.61972 0.04729
C 1.53922 -0.03550 0.15320
C 3.65485 1.23244 0.53061
C -1.52268 -1.23388 0.93470
C 3.03245 -0.04700 -0.04501
C -2.90312 -1.16543 1.06197
C -1.76181 -2.37607 -1.15081
C 0.75279 0.90660 -0.65389
C -3.72978 -1.65694 0.03879
C -0.92244 -1.79309 -0.22872
C -3.16365 -2.33861 -0.99201
H 4.31075 1.76644 -0.24369
H 2.86554 1.94408 0.95614
H -1.01870 -0.72986 1.66714
H 4.43240 0.97568 1.32657
H -4.81648 -1.45721 0.05294
H -3.74798 -2.86519 -1.80670
H 1.36027 0.00821 1.29521
H -0.66212 2.41764 -0.37974
H 3.26425 -0.23429 -1.05791
H -3.42667 -0.70803 1.95112
H -0.65606 1.16713 0.75658
H -1.25551 -2.94722 -1.98630
```

=====

6.
One molecule with the formula C27H27N3O3S, computed with ωB97M-V with the def2-TZVPD basis set.

Its SMILES is COc1cccc(NC(=O)[C@H](Sc2nc3ccccc3c(=O)n2CC(C)C)c2ccccc2)c1. As for the spin multiplicity: 1. The value obtained for the maximum force is 0.87 eV/A. As for the HOMO-LUMO gap: 8.49 eV. The relative energy (zero: lowest compared OMol25 entry of this formula, charge and spin) is 1.8 kcal/mol.

Geometry as XYZ:
```
61
C27H27N3O3S, DFT ωB97M-V with the def2-TZVPD basis set
S 0.91524 1.29280 0.93735
O -2.48512 2.17674 0.30162
O -6.41934 -0.38036 0.96930
O 3.65956 -2.76061 1.53002
N 2.50878 -0.85429 1.05204
N -1.82446 0.05270 -0.24078
N 0.82803 -0.83120 -0.58847
C -1.65365 1.38444 -0.07307
C 2.85304 -2.19991 0.82033
C 2.47812 -4.11504 -0.70996
C 0.10143 6.02112 -1.02097
C -3.91774 -2.92221 0.07774
C 0.26329 3.78670 -1.87597
C -0.33349 4.15311 0.41948
C -4.17619 -0.18460 0.38038
C 1.82419 -4.67782 -1.78262
C 3.25959 -0.15045 2.07719
C 4.16269 1.72918 0.60471
C -2.82862 -2.10806 -0.14617
C -5.14264 -2.39233 0.45260
C -0.24269 5.51865 0.22262
C -0.08401 3.27886 -0.63110
C 1.47100 -0.28217 0.38804
C 1.18530 -2.08744 -0.99861
C -2.95777 -0.72560 0.00618
C 0.85095 -3.95218 -2.46888
C 0.52729 -2.67033 -2.08680
C 2.16817 -2.81417 -0.31004
C -5.27306 -1.01653 0.60598
C 4.50818 0.57558 1.54278
C 5.47165 -0.38973 0.85577
C -7.56861 -1.15091 1.21853
C -0.21370 1.80264 -0.43175
C 0.35543 5.15338 -2.06922
H 5.00451 0.98871 2.42771
H -5.97478 -3.05689 0.62007
H 2.59552 0.56094 2.57279
H 3.57730 -0.90969 2.79743
H 5.04987 -0.75654 -0.07858
H -1.87751 -2.53201 -0.43459
H -0.60144 3.75745 1.38701
H 3.51356 2.45133 1.09312
H 6.40636 0.11695 0.62752
H 5.07376 2.23776 0.29827
H 2.06263 -5.68267 -2.09572
H -0.44198 6.19267 1.04219
H 5.68405 -1.24507 1.49115
H -0.98977 -0.47105 -0.51768
H 3.23629 -4.65178 -0.16037
H 0.17222 7.08786 -1.17382
H -7.88377 -1.70520 0.32817
H 0.45787 3.11117 -2.69743
H -3.81858 -3.99130 -0.03912
H 3.66508 1.36550 -0.29218
H -0.22528 -2.10097 -2.61089
H -7.41338 -1.85112 2.04604
H 0.62526 5.54045 -3.04080
H -4.29513 0.87781 0.50520
H 0.34285 -4.40272 -3.30862
H -8.34637 -0.43955 1.49192
H 0.13004 1.24801 -1.30707
```